Record 1
155
Properties=species:S:1:pos:R:3:lowdin_charge:R:1 method="wB97M-V/def2-TZVPD" homo_ev=-8.2 total_energy_ha=-3876.77893
Na 2.39 33.25 47.94 0.550
C -0.48 30.25 49.86 -0.088
C -0.41 31.32 48.77 -0.398
O 0.17 32.57 49.09 -0.359
H 0.51 30.08 50.27 0.035
H -0.81 29.24 49.63 0.054
H -1.15 30.53 50.68 0.057
H -1.46 31.37 48.47 0.081
H 0.22 31.00 47.94 0.082
Cl -3.05 31.35 44.78 0.557
C -3.38 29.65 45.23 -0.661
C -3.76 29.48 46.67 -0.663
Cl -4.85 28.10 46.91 0.646
H -2.52 29.05 44.95 0.059
H -4.13 29.20 44.57 0.064
H -4.26 30.38 47.04 0.058
H -2.94 29.44 47.39 0.059
C -2.57 34.35 47.75 -0.129
O -1.21 34.77 47.96 -0.151
H -2.70 33.44 47.16 0.051
H -2.99 34.08 48.72 0.073
H -3.10 35.15 47.23 0.061
H -0.92 33.97 48.39 0.006
C -1.60 34.56 51.91 -0.164
O -0.99 33.30 51.89 -0.132
H -2.18 34.66 52.83 0.069
H -0.88 35.37 51.79 0.068
H -2.27 34.70 51.06 0.071
H -0.64 33.16 51.01 0.021
C 2.84 27.41 48.48 -0.136
O 3.46 26.97 49.73 -0.120
H 2.50 26.59 47.84 0.067
H 2.02 28.10 48.65 0.046
H 3.48 28.00 47.82 0.072
H 3.99 27.68 50.10 0.015
C 1.91 36.21 49.65 -0.069
O 2.60 34.99 49.84 -0.218
C 2.50 34.41 51.11 -0.194
C 3.25 33.09 51.37 -0.164
N 2.91 32.12 50.29 -0.066
C 3.06 30.72 50.71 -0.172
C 4.55 30.30 51.03 -0.153
O 4.53 28.89 51.27 -0.244
C 4.06 28.48 52.57 -0.068
H 1.94 36.60 48.63 0.095
H 2.20 36.97 50.38 0.090
H 0.88 35.97 49.90 0.082
H 1.44 34.15 51.23 0.105
H 2.72 35.19 51.85 0.128
H 3.04 32.74 52.38 0.125
H 4.34 33.19 51.33 0.109
H 1.92 32.33 50.22 0.043
H 2.72 30.11 49.87 0.101
H 2.34 30.54 51.52 0.111
H 5.07 30.91 51.76 0.117
H 5.15 30.28 50.12 0.126
H 3.22 29.02 53.04 0.083
H 4.90 28.65 53.25 0.086
H 3.75 27.44 52.55 0.093
C -4.42 38.47 45.32 -0.134
O -3.37 39.00 46.07 -0.207
C -2.36 37.99 46.45 -0.148
C -1.62 37.33 45.22 -0.195
N -0.39 36.63 45.69 -0.041
C 0.41 36.21 44.51 -0.197
C 1.62 35.44 45.03 -0.183
O 1.45 34.19 45.77 -0.222
C 0.75 33.16 45.10 -0.092
H -5.03 39.32 45.00 0.090
H -5.02 37.77 45.91 0.089
H -4.01 38.01 44.42 0.075
H -2.96 37.22 46.94 0.086
H -1.64 38.39 47.16 0.122
H -1.50 38.09 44.45 0.117
H -2.21 36.56 44.72 0.102
H -0.66 35.86 46.28 0.063
H 0.68 36.99 43.81 0.124
H -0.15 35.49 43.91 0.104
H 2.25 36.10 45.63 0.117
H 2.30 35.25 44.19 0.115
H 0.81 33.04 44.02 0.097
H -0.31 33.28 45.33 0.077
H 1.00 32.20 45.56 0.083
C -7.04 24.64 43.35 -0.106
O -7.04 24.20 44.70 -0.186
C -6.19 24.92 45.55 -0.224
C -4.73 24.34 45.57 -0.205
N -3.92 25.23 46.35 -0.107
C -2.56 24.68 46.56 -0.194
C -1.63 25.69 47.22 -0.168
O -1.47 26.89 46.37 -0.210
C -0.20 27.50 46.60 -0.111
H -7.90 24.19 42.85 0.083
H -6.16 24.32 42.79 0.081
H -7.24 25.71 43.24 0.084
H -6.58 24.98 46.57 0.122
H -6.16 25.95 45.20 0.087
H -4.41 24.20 44.54 0.111
H -4.67 23.39 46.11 0.118
H -3.69 26.05 45.82 0.047
H -2.10 24.39 45.61 0.116
H -2.69 23.78 47.16 0.118
H -0.66 25.26 47.44 0.113
H -1.90 26.02 48.23 0.110
H 0.59 26.75 46.47 0.073
H -0.08 28.00 47.56 0.068
H 0.05 28.23 45.83 0.085
C -1.38 19.32 52.05 -0.092
O -1.80 20.63 52.42 -0.230
C -0.78 21.37 53.04 -0.200
C -1.37 22.82 53.48 -0.172
N -1.31 23.83 52.43 -0.081
C -1.89 25.10 52.83 -0.189
C -1.97 25.99 51.46 -0.185
O -0.73 26.39 50.92 -0.195
C 0.04 27.19 51.73 -0.132
H -0.76 18.93 52.86 0.081
H -0.91 19.40 51.07 0.088
H -2.30 18.73 52.03 0.087
H 0.01 21.46 52.29 0.117
H -0.52 20.84 53.95 0.109
H -0.93 23.22 54.39 0.107
H -2.41 22.68 53.78 0.104
H -1.64 23.53 51.52 0.109
H -1.36 25.60 53.65 0.105
H -2.91 25.08 53.20 0.105
H -2.70 26.79 51.57 0.083
H -2.47 25.38 50.71 0.109
H -0.49 27.97 52.28 0.098
H 0.79 27.68 51.11 0.072
H 0.56 26.46 52.34 0.092
C -3.46 32.60 58.32 -0.126
O -3.86 32.49 56.99 -0.190
C -2.86 32.45 55.98 -0.196
C -3.49 32.50 54.54 -0.195
N -4.46 31.40 54.34 -0.056
C -5.24 31.50 53.06 -0.170
C -4.43 30.95 51.90 -0.179
O -4.76 29.55 51.62 -0.197
C -3.95 28.96 50.65 -0.128
H -3.13 31.71 58.85 0.082
H -4.35 32.90 58.87 0.086
H -2.70 33.37 58.49 0.083
H -2.25 31.55 56.06 0.119
H -2.19 33.31 56.05 0.112
H -2.73 32.62 53.77 0.088
H -4.00 33.44 54.37 0.101
H -5.15 31.47 55.08 0.091
H -5.50 32.55 52.90 0.105
H -6.18 30.98 53.22 0.122
H -3.35 31.05 51.89 0.108
H -4.74 31.48 51.00 0.111
H -4.06 29.57 49.75 0.072
H -4.23 27.93 50.42 0.088
H -2.92 29.02 51.01 0.065

Record 2
159
Properties=species:S:1:pos:R:3:lowdin_charge:R:1 method="wB97M-V/def2-TZVPD" homo_ev=-8.4 total_energy_ha=-2774.48999 smiles=COC[C@H](C)N.COC[C@H](C)N.COC[C@H](C)N.COC[C@H](C)N.COC[C@H](C)N.COC[C@H](C)N.COCCNCCOC.COCCNCCOC.CCO relative_energy_ev=0.000
C -2.99 1.86 -2.09 -0.048
C -3.32 0.43 -2.57 -0.417
C -2.58 0.16 -3.85 -0.218
O -3.08 -1.04 -4.41 -0.183
C -2.57 -1.27 -5.70 -0.107
N -3.02 -0.53 -1.51 0.068
H -3.62 2.62 -2.55 0.078
H -1.94 2.13 -2.28 0.075
H -3.11 1.87 -1.01 0.048
H -4.39 0.47 -2.78 0.129
H -1.51 -0.01 -3.67 0.122
H -2.68 0.97 -4.58 0.133
H -1.49 -1.10 -5.72 0.075
H -3.07 -0.66 -6.47 0.090
H -2.75 -2.32 -5.93 0.083
H -2.09 -0.96 -1.62 0.056
H -3.52 -1.39 -1.77 0.077
C 3.32 -2.51 -6.25 -0.056
C 2.47 -3.00 -5.09 -0.428
C 1.09 -3.46 -5.54 -0.227
O 0.42 -4.05 -4.48 -0.203
C -0.49 -5.06 -4.88 -0.090
N 3.21 -4.05 -4.37 0.040
H 2.78 -1.76 -6.84 0.080
H 3.61 -3.30 -6.95 0.082
H 4.20 -1.98 -5.88 0.065
H 2.32 -2.14 -4.42 0.120
H 1.18 -4.09 -6.44 0.131
H 0.52 -2.59 -5.92 0.121
H -1.32 -4.64 -5.46 0.084
H -0.91 -5.54 -4.00 0.089
H 0.06 -5.84 -5.42 0.091
H 2.57 -4.51 -3.73 0.080
H 3.42 -4.78 -5.05 0.087
C 6.57 -2.78 -2.35 -0.055
C 5.42 -1.85 -1.93 -0.428
C 5.20 -0.73 -2.92 -0.199
O 6.30 0.16 -3.08 -0.182
C 6.79 0.72 -1.91 -0.129
N 4.14 -2.60 -1.86 0.037
H 6.86 -3.46 -1.55 0.073
H 7.47 -2.24 -2.66 0.075
H 6.26 -3.33 -3.25 0.075
H 5.60 -1.47 -0.92 0.125
H 4.33 -0.15 -2.55 0.123
H 5.00 -1.11 -3.92 0.113
H 7.57 1.42 -2.20 0.091
H 7.22 -0.01 -1.21 0.082
H 6.02 1.30 -1.38 0.084
H 4.30 -3.41 -1.27 0.075
H 3.91 -2.93 -2.80 0.019
C -1.99 -3.76 -0.09 -0.047
C -1.44 -4.11 1.30 -0.432
C -2.58 -4.22 2.29 -0.213
O -3.00 -2.91 2.59 -0.207
C -4.07 -2.88 3.50 -0.117
N -0.78 -5.41 1.24 0.044
H -2.41 -4.68 -0.51 0.081
H -1.16 -3.46 -0.74 0.065
H -2.73 -2.97 -0.05 0.058
H -0.79 -3.28 1.60 0.111
H -2.24 -4.72 3.21 0.129
H -3.42 -4.78 1.86 0.136
H -4.29 -1.85 3.76 0.082
H -3.82 -3.45 4.40 0.094
H -4.94 -3.39 3.07 0.083
H -0.68 -5.84 2.15 0.063
H 0.11 -5.40 0.76 0.072
C 0.70 5.39 10.07 -0.063
C -0.36 4.45 9.54 -0.433
C -1.16 5.05 8.41 -0.237
O -0.27 5.48 7.40 -0.201
C -0.93 6.07 6.29 -0.097
N 0.30 3.21 9.11 0.034
H 0.99 5.14 11.09 0.076
H 0.43 6.44 9.95 0.079
H 1.64 5.31 9.51 0.078
H -1.05 4.16 10.34 0.136
H -1.77 5.89 8.79 0.130
H -1.84 4.29 8.00 0.118
H -0.38 5.79 5.40 0.083
H -0.96 7.16 6.42 0.088
H -1.95 5.69 6.19 0.084
H 0.96 3.38 8.37 0.064
H -0.38 2.55 8.72 0.059
C -6.12 -1.68 0.81 -0.055
C -6.38 -0.18 0.72 -0.419
C -5.21 0.57 1.31 -0.245
O -5.44 1.95 1.29 -0.168
C -4.33 2.66 1.77 -0.122
N -6.62 0.22 -0.66 0.055
H -5.95 -1.91 1.87 0.052
H -5.20 -2.01 0.34 0.068
H -7.00 -2.27 0.56 0.079
H -7.29 0.01 1.30 0.142
H -4.28 0.29 0.79 0.101
H -5.03 0.24 2.35 0.122
H -3.40 2.39 1.27 0.072
H -4.21 2.53 2.86 0.083
H -4.47 3.73 1.59 0.090
H -5.76 0.28 -1.19 0.042
H -7.03 1.15 -0.70 0.069
C 1.65 -1.85 4.79 -0.093
C 0.58 -2.90 4.60 -0.324
O -0.63 -2.53 5.21 -0.076
H 1.40 -0.92 4.26 0.060
H 2.68 -2.13 4.53 0.073
H 1.74 -1.50 5.83 0.079
H 0.94 -3.83 5.05 0.109
H 0.46 -3.09 3.53 0.093
H -0.58 -1.60 5.45 0.060
C -0.09 1.87 5.54 -0.102
O -0.44 0.79 4.71 -0.196
C -1.32 1.16 3.69 -0.227
C -1.62 -0.02 2.79 -0.192
N -0.56 -0.28 1.84 -0.023
C -0.49 0.68 0.72 -0.188
C 0.55 0.22 -0.27 -0.221
O 0.06 -0.91 -0.97 -0.228
C 0.93 -1.30 -2.02 -0.099
H 0.50 1.50 6.37 0.084
H -1.00 2.34 5.93 0.084
H 0.45 2.64 4.97 0.093
H -0.76 1.87 3.04 0.114
H -2.22 1.72 3.99 0.114
H -2.59 0.06 2.27 0.099
H -1.68 -0.92 3.42 0.102
H -0.65 -1.18 1.40 0.085
H -0.24 1.70 1.01 0.106
H -1.46 0.63 0.20 0.096
H 1.53 0.00 0.19 0.132
H 0.70 1.04 -1.00 0.110
H 1.92 -1.54 -1.63 0.064
H 1.05 -0.43 -2.69 0.071
H 0.47 -2.13 -2.54 0.079
C 2.71 3.35 0.64 -0.123
O 2.12 3.60 -0.61 -0.184
C 3.13 3.92 -1.55 -0.245
C 2.56 4.08 -2.93 -0.193
N 2.50 2.75 -3.55 -0.064
C 2.03 2.77 -4.92 -0.228
C 2.02 1.37 -5.53 -0.238
O 1.47 1.33 -6.82 -0.188
C 2.21 2.00 -7.80 -0.121
H 2.92 4.29 1.15 0.092
H 3.62 2.75 0.54 0.087
H 2.09 2.70 1.26 0.078
H 3.96 3.20 -1.52 0.112
H 3.61 4.85 -1.20 0.126
H 3.29 4.67 -3.49 0.123
H 1.56 4.52 -2.91 0.126
H 1.91 2.16 -2.98 0.097
H 2.69 3.40 -5.52 0.114
H 1.00 3.17 -5.03 0.131
H 1.36 0.74 -4.92 0.105
H 3.01 0.91 -5.44 0.124
H 2.17 3.10 -7.71 0.082
H 1.78 1.73 -8.76 0.088
H 3.27 1.73 -7.80 0.094